[1]
DFT (the ωB97M-V functional and the def2-TZVPD basis) results for a structure of composition C29H39N7O4SScSi.

Structure (XYZ):
```
82
Properties=species:S:1:pos:R:3:forces:R:3:mulliken_charge:R:1
Sc -0.011656 0.014600 0.010820 -2.185 1.064 0.433 -0.25
N 0.697690 0.923838 2.079128 0.782 -0.514 -0.453 0.18
C 1.220603 2.289002 1.961862 0.116 0.624 -0.157 -1.00
C 1.601570 2.598678 0.514340 0.296 0.117 0.625 -0.84
N 0.547744 2.269001 -0.455732 0.148 -0.188 0.040 1.32
C 1.092125 2.436369 -1.816259 0.245 -0.358 -0.437 -0.96
C 1.677926 1.118767 -2.320732 0.358 0.691 -0.015 -0.78
N 0.622002 0.104845 -2.251380 0.036 -0.356 -0.111 -0.19
C -0.638439 3.114098 -0.274986 -0.668 0.196 0.054 -0.50
C -1.859739 2.454290 -0.919982 0.239 0.596 0.127 -0.94
N -1.991853 1.084187 -0.407060 -0.481 -0.315 -0.653 0.25
H 0.328529 0.817886 3.024645 -0.429 -0.071 -0.296 -0.16
H 1.499380 0.288856 2.020549 0.044 0.193 0.412 0.38
H 2.114814 2.436107 2.581632 -0.166 -0.007 -0.076 0.52
H 0.462618 2.988426 2.325253 -0.018 -0.223 0.015 0.34
H 2.473612 1.992588 0.254185 0.090 0.144 -0.062 0.45
H 1.871155 3.664865 0.442117 0.039 -0.230 -0.057 0.40
H 1.847837 3.232466 -1.840354 -0.137 -0.082 0.015 0.37
H 0.285536 2.730581 -2.491024 0.018 0.039 0.075 0.35
H 2.499360 0.795905 -1.675751 -0.049 0.001 -0.138 0.30
H 2.067592 1.256069 -3.338739 -0.029 -0.099 0.233 0.54
H 1.045463 -0.819753 -2.343812 -0.075 0.102 -0.168 0.35
H -0.011772 0.214461 -3.045662 -0.040 -0.106 0.384 0.25
H -0.478125 4.121602 -0.683489 0.069 -0.111 -0.023 0.27
H -0.846050 3.208103 0.791885 -0.054 -0.099 -0.026 -0.07
H -1.744428 2.409516 -2.005489 -0.056 -0.006 0.021 0.31
H -2.747696 3.060365 -0.703304 0.129 -0.130 -0.020 0.55
H -2.449902 0.500108 -1.106849 0.079 0.195 0.058 -0.15
H -2.597144 1.096301 0.414711 0.222 0.137 0.393 -0.55
C -2.787946 -2.243618 2.571113 -0.057 0.009 0.091 -1.15
C -1.341396 -2.425280 2.294485 -0.513 0.059 0.046 -0.17
N -0.572691 -1.751445 1.459117 0.323 0.003 0.084 0.78
C 0.682991 -2.316278 1.549076 0.584 -0.953 0.238 0.37
C 0.664840 -3.331291 2.473803 0.181 0.505 -0.309 -0.04
N -0.634386 -3.395959 2.920580 0.334 0.236 -0.322 0.07
C 1.779981 -4.065596 3.137368 -0.029 0.295 -0.037 0.47
O 1.582588 -5.379650 3.318944 0.118 -0.468 0.231 -0.47
O 2.734625 -3.498650 3.570966 -0.095 -0.212 -0.147 -0.49
C 1.815764 -1.989110 0.580129 0.290 -2.697 1.437 0.39
O 2.627507 -2.858685 0.348183 -0.240 0.578 -0.031 -0.66
O 1.764873 -0.813119 0.093184 0.448 1.224 -0.949 -0.38
H -3.224512 -1.541127 1.867312 -0.010 0.107 0.088 -0.23
H -2.930314 -1.875243 3.586823 -0.075 0.200 -0.067 0.58
H -3.320210 -3.190726 2.499773 0.029 -0.112 -0.038 0.44
H -0.978449 -4.017574 3.636954 -0.058 0.166 0.043 0.28
H 0.845206 -5.747395 2.815196 0.113 0.216 -0.118 0.36
C 0.154809 3.357967 6.424995 0.156 0.027 0.189 -0.62
C -0.584641 4.271934 5.689074 0.090 -0.017 0.002 -0.65
C -1.387476 3.837711 4.652016 0.021 -0.040 -0.015 -0.54
C -1.483703 2.479822 4.336173 -0.794 -0.281 0.112 0.62
C -0.715825 1.574916 5.083496 0.006 0.089 -0.069 -0.43
C 0.092104 2.006691 6.114864 0.215 0.089 0.018 -0.72
Si -2.531028 1.782666 2.974032 1.118 0.326 -1.648 0.90
C -4.164886 2.380731 2.322772 0.068 -0.257 0.903 0.52
C -5.061075 1.435888 1.799958 0.070 0.103 -0.058 -0.15
C -6.314421 1.805462 1.358460 0.005 0.077 -0.170 -0.65
C -6.700597 3.137785 1.406517 -0.227 0.079 -0.111 -0.56
C -5.814643 4.095419 1.878703 -0.063 -0.041 -0.103 -0.72
C -4.562920 3.722105 2.327182 0.011 -0.043 -0.023 -0.64
H 0.773688 3.690793 7.243342 0.074 0.066 0.082 0.39
H -0.533664 5.326200 5.922202 0.006 0.061 0.055 0.42
H -1.959200 4.555558 4.083695 -0.081 0.153 -0.047 0.26
H -0.786487 0.513572 4.870889 -0.091 -0.126 0.073 0.53
H 0.667082 1.290114 6.685642 0.034 -0.017 0.065 0.42
H -2.497146 0.322485 3.060256 -0.371 -0.425 0.487 -0.36
H -4.773412 0.391608 1.769950 -0.002 -0.180 0.106 0.32
H -6.996387 1.052360 0.985745 -0.109 -0.017 -0.016 0.40
H -7.686290 3.429824 1.080193 -0.113 0.026 -0.059 0.38
H -6.106288 5.136363 1.897775 -0.038 0.053 0.032 0.42
H -3.887106 4.476233 2.702680 0.053 0.125 0.068 0.24
S -1.558531 -1.859529 -1.544961 0.600 0.011 -0.542 -0.53
C -3.085441 -2.269043 -0.961015 -0.036 -0.637 0.386 0.64
N -3.237207 -3.488587 -0.350846 -0.560 0.583 -0.248 0.09
C -4.424947 -3.934802 0.132163 0.175 -0.009 -0.074 -0.50
C -5.543180 -3.165510 0.045397 -0.043 0.225 -0.184 -0.62
C -5.454041 -1.915295 -0.597913 0.489 -0.289 0.079 -0.28
C -4.244626 -1.488274 -1.092081 -0.346 -0.003 0.102 -0.62
H -2.411231 -4.072425 -0.327389 0.010 -0.019 0.058 0.29
H -4.426268 -4.916441 0.573314 0.052 -0.154 0.045 0.45
H -6.484509 -3.524539 0.422673 -0.064 -0.097 0.095 0.46
H -6.330073 -1.300411 -0.713773 -0.152 0.112 -0.003 0.48
H -4.168677 -0.552892 -1.621027 -0.026 0.083 -0.024 0.51
```
Positions in Å, forces in eV/Å.

Computed properties:
- LUMO energy: -3.61 eV
- Total charge: +1
- Max |F|: 3.07 eV Å⁻¹
- Highest occupied orbital energy: -6.914 eV
- Relative energy (zero: lowest compared OMol25 entry of this formula, charge and spin): 3.827 eV
- Energy: -88738.224 eV

---

[2]
DFT (the ωB97M-V functional and the def2-TZVPD basis) results for a structure of composition C29H39N8O4SSiW.

Structure (XYZ):
```
83
Properties=species:S:1:pos:R:3:forces:R:3:mulliken_charge:R:1
W 1.142484 0.365033 0.200237 0.378 0.439 1.466 -0.80
C -1.850676 -1.718382 -0.972569 -0.117 0.048 0.044 -0.87
N -1.678410 -0.450944 -0.277421 -0.359 -0.043 -0.178 0.32
C -2.169584 0.701974 -0.995590 0.000 0.251 0.624 -0.99
C -1.000533 1.335681 -1.713285 0.019 -1.186 -0.836 0.32
N 0.168165 0.680852 -1.700686 -0.571 1.176 -0.142 0.29
C 0.805001 1.054309 -2.895194 0.006 0.136 -0.155 -0.39
C 1.989832 0.604402 -3.452900 0.160 -0.089 -0.060 -0.62
C 2.419654 1.180303 -4.639281 0.039 -0.135 0.064 -0.74
C 1.676155 2.179456 -5.271554 -0.106 0.037 0.024 -0.55
C 0.455638 2.589727 -4.756736 -0.003 0.059 -0.110 -0.98
C 0.021654 1.989574 -3.583525 0.078 -0.104 0.142 0.90
N -1.163298 2.105816 -2.879415 0.174 -0.030 0.324 -0.19
C -0.970978 -2.790803 -0.425295 0.164 0.133 0.032 0.01
N 0.103512 -3.249091 -0.995215 0.085 -0.143 -0.118 -0.69
C 0.639601 -4.144323 -0.076881 -0.037 0.043 -0.006 0.89
C 1.799857 -4.910683 -0.141937 0.139 -0.008 -0.127 -0.50
C 2.124790 -5.693541 0.951781 0.076 0.006 -0.056 -0.56
C 1.314788 -5.722441 2.094893 -0.072 0.032 -0.023 -0.48
C 0.151095 -4.978773 2.170416 0.003 -0.070 0.103 -0.99
C -0.168312 -4.200961 1.067258 0.071 -0.025 -0.071 0.29
N -1.220205 -3.360111 0.790016 -0.261 -0.069 0.158 0.10
H -2.896641 -2.048465 -0.924199 -0.133 -0.115 -0.094 0.46
H -1.596203 -1.592427 -2.020321 0.149 0.064 -0.101 0.48
H -2.005964 -0.492419 0.669289 0.007 0.068 0.263 -0.30
H -2.920217 0.415530 -1.744635 0.051 0.081 -0.108 0.45
H -2.658561 1.394487 -0.306464 0.071 0.019 0.017 -0.19
H 2.560701 -0.167398 -2.955969 -0.066 0.102 -0.029 0.71
H 3.353650 0.849207 -5.079453 -0.047 0.018 0.013 0.39
H 2.041439 2.623952 -6.189716 0.001 -0.019 0.026 0.35
H -0.146452 3.333899 -5.266040 0.023 -0.029 0.032 0.43
H -1.649959 2.987183 -2.838243 -0.159 -0.071 -0.025 0.32
H 2.435106 -4.868492 -1.024050 -0.101 -0.009 0.160 0.39
H 3.036761 -6.281459 0.939912 -0.066 0.042 -0.019 0.36
H 1.614065 -6.326452 2.941732 0.004 0.005 0.004 0.36
H -0.464955 -4.987644 3.062294 0.035 0.022 -0.044 0.36
H -1.908194 -3.038957 1.448349 0.097 0.065 0.054 0.24
O 0.564220 -0.709556 3.857155 -0.054 0.073 0.172 -0.80
S 1.390330 -0.906368 2.687745 -0.170 0.390 -0.236 1.77
O 2.376017 -1.948271 2.826209 0.038 0.054 -0.014 -0.76
O 0.482033 -1.168309 1.457603 -0.281 -0.505 -0.237 -0.41
O 1.969031 0.422933 2.187404 0.106 -0.311 0.174 -0.73
C 2.974476 3.109455 -1.561533 0.065 0.246 -0.054 -0.86
C 1.912687 3.523110 -0.592466 0.017 -0.064 -0.064 0.90
C 1.648843 4.859087 -0.350760 0.103 0.183 -0.070 -1.06
C 0.659115 5.192510 0.566774 0.018 0.144 -0.019 -0.70
C -0.069677 4.211289 1.188567 0.045 -0.170 -0.059 -0.77
C 0.192341 2.854780 0.884248 0.055 -0.149 -0.118 0.62
N 1.230610 2.558162 0.031774 -0.202 -0.287 -0.160 -0.16
N -0.423788 1.744884 1.315306 0.057 0.143 -0.171 0.04
Si -1.469038 1.773670 2.697076 0.021 -0.237 0.198 0.42
C -2.282826 0.095115 3.006642 0.174 -0.095 -0.158 -1.01
C -2.978247 2.891633 2.440482 -0.214 -0.060 0.000 -1.42
C -0.557612 2.388260 4.224885 -0.141 -0.042 0.031 -1.15
H 2.759004 3.507157 -2.558577 0.036 -0.017 0.058 0.24
H 3.015099 2.033692 -1.623384 0.077 -0.140 0.054 -0.55
H 3.950899 3.486828 -1.247688 -0.017 -0.015 -0.014 0.56
H 2.220512 5.620811 -0.866632 -0.009 -0.045 0.020 0.43
H 0.455527 6.234813 0.788861 0.002 -0.019 -0.001 0.41
H -0.838220 4.463112 1.893517 -0.165 0.023 0.157 0.24
H -3.154125 -0.037929 2.350860 0.066 -0.028 -0.019 0.30
H -2.669768 0.070033 4.031777 0.110 0.027 -0.065 0.49
H -1.567301 -0.731722 2.894238 -0.222 0.241 0.039 0.00
H -3.447625 2.687574 1.469235 0.024 0.066 0.109 0.33
H -2.778196 3.960753 2.504020 0.004 0.031 -0.032 0.42
H -3.720097 2.653288 3.216187 0.096 0.029 -0.109 0.35
H 0.500430 2.140851 4.138031 0.017 -0.035 0.004 0.22
H -0.939643 1.897116 5.127062 0.041 0.051 -0.103 0.39
H -0.667346 3.469884 4.355499 0.045 -0.053 -0.029 0.37
C 4.906174 0.228131 -1.283350 0.037 0.019 0.008 -1.64
C 3.934125 -0.812109 -0.721445 -0.192 -0.015 -0.006 2.10
C 4.498666 -1.330864 0.596718 0.091 -0.001 0.070 -1.93
C 3.782358 -1.982417 -1.717700 -0.039 -0.095 -0.019 -1.61
N 2.623902 -0.238434 -0.462301 0.843 0.007 -0.630 2.14
H 5.880830 -0.243190 -1.446178 -0.053 0.010 0.001 0.47
H 5.037904 1.047976 -0.574677 -0.034 0.009 -0.039 0.28
H 4.562731 0.631046 -2.237858 0.015 0.031 0.012 0.24
H 5.467844 -1.810751 0.416688 -0.051 0.054 0.020 0.53
H 3.816397 -2.044886 1.047829 -0.018 -0.064 0.073 0.35
H 4.629902 -0.507756 1.301381 -0.048 -0.047 0.028 0.32
H 4.359854 -2.847494 -1.380781 -0.020 0.044 -0.057 0.47
H 4.142923 -1.710945 -2.714074 -0.052 -0.017 -0.022 0.36
H 2.733077 -2.274461 -1.789886 0.045 -0.064 0.026 0.18
```
Positions in Å, forces in eV/Å.

Computed properties:
- LUMO energy (alpha / beta): 2.50 / 2.50 eV
- Total charge: -1
- Max |F|: 1.58 eV Å⁻¹
- Highest occupied orbital energy (alpha / beta): -2.563 / -2.777 eV
- Relative energy (zero: lowest compared OMol25 entry of this formula, charge and spin): 0.707 eV
- Energy: -71362.297 eV

---

[3]
DFT (the ωB97M-V functional and the def2-TZVPD basis) results for a structure of composition C29H40BrN3ORhSb.

Structure (XYZ):
```
76
Properties=species:S:1:pos:R:3:forces:R:3:mulliken_charge:R:1
Rh 1.843496 0.228805 -0.048357 -0.147 -0.176 0.048 -0.10
Br -4.428006 6.612730 3.958585 0.006 0.007 0.000 -0.19
C -4.370642 4.721602 4.054103 0.024 0.011 0.007 0.08
C -5.478004 3.988504 3.666076 -0.058 -0.019 -0.025 -0.43
C -5.441967 2.603675 3.742596 -0.019 0.063 0.041 -0.31
C -4.290008 1.967498 4.176640 0.140 -0.001 -0.013 0.03
C -3.189341 2.714170 4.586841 -0.055 -0.082 -0.098 0.01
C -3.225823 4.097042 4.523682 -0.031 -0.029 0.008 -0.58
N -4.296570 0.538571 4.341375 -0.032 -0.111 -0.198 -0.80
N -3.532281 -0.196699 3.697169 -0.041 0.179 0.164 -0.13
C -2.665635 0.291078 2.672658 0.045 -0.057 0.037 0.20
C -3.049449 1.113126 1.631534 0.040 0.011 0.090 -0.57
C -2.183841 1.440593 0.589875 -0.039 0.004 0.022 -0.83
C -0.870710 0.966963 0.556202 0.054 0.064 -0.120 0.73
O -0.039619 1.239953 -0.393780 -0.166 -0.126 -0.071 -0.76
C -0.470788 0.101298 1.636349 0.056 0.036 0.112 -0.34
N 0.811408 -0.377358 1.597872 -0.075 0.075 0.040 -0.53
C 1.226100 -1.213016 2.523619 0.001 0.016 -0.045 -0.36
C 0.386807 -1.647793 3.563974 0.026 -0.024 -0.013 -0.89
C -0.891046 -1.176863 3.640948 -0.019 0.014 0.012 -0.78
C -1.361331 -0.266630 2.664025 -0.021 0.053 -0.036 1.46
H -6.366171 4.494484 3.313513 0.003 -0.005 0.002 0.41
H -6.306619 2.017956 3.457360 0.013 -0.017 0.012 0.44
H -2.305460 2.201832 4.943291 0.036 0.025 0.013 0.43
H -2.374041 4.686150 4.833641 0.003 -0.012 0.004 0.41
H -4.059219 1.498333 1.607526 -0.026 0.015 -0.004 0.47
H -2.519038 2.074654 -0.220583 0.006 -0.006 0.001 0.47
H 2.247504 -1.556700 2.437757 -0.015 -0.015 0.022 0.57
H 0.770568 -2.352823 4.288290 -0.004 0.006 0.001 0.41
H -1.559633 -1.494468 4.429356 -0.003 0.003 -0.003 0.53
C 1.346781 -4.292366 -2.292834 0.020 0.019 0.001 -1.51
C 1.204981 -3.024187 -3.128314 0.050 -0.007 0.047 0.36
C 2.545713 -2.621686 -3.739924 0.002 -0.006 -0.009 -1.44
Sb 0.494522 -1.353922 -1.950585 0.020 0.118 0.020 0.75
C -1.410956 -2.049169 -1.199464 0.018 0.013 0.019 0.42
C -1.258225 -2.838125 0.099065 0.032 -0.006 0.021 -1.08
C -2.224574 -2.813300 -2.237091 0.002 -0.028 0.012 -1.32
C -0.249466 -0.071452 -3.536753 -0.016 -0.035 -0.008 0.48
C 0.660621 1.142984 -3.700527 -0.018 -0.010 -0.020 -1.40
C -0.468019 -0.776419 -4.871485 0.007 0.016 -0.011 -1.46
H 1.802922 -5.091066 -2.886384 0.000 0.007 0.002 0.44
H 0.385539 -4.659857 -1.933968 -0.029 0.004 0.026 0.27
H 1.988689 -4.126731 -1.422946 -0.003 0.002 -0.004 0.31
H 0.477337 -3.191512 -3.924981 -0.012 0.001 0.006 0.36
H 3.285170 -2.426908 -2.958026 -0.001 -0.003 0.003 0.29
H 2.471360 -1.720654 -4.353383 -0.003 -0.005 0.007 0.29
H 2.939491 -3.422559 -4.373223 -0.003 0.004 0.001 0.42
H -1.921373 -1.108322 -0.969451 -0.007 0.004 -0.007 0.18
H -0.741596 -3.785880 -0.060783 0.023 -0.049 -0.040 0.24
H -2.242170 -3.071168 0.517196 -0.002 0.007 0.004 0.41
H -0.700136 -2.283287 0.855974 -0.062 -0.110 -0.103 0.22
H -1.706445 -3.716916 -2.570254 -0.016 0.018 0.001 0.20
H -2.441528 -2.206055 -3.116384 0.005 0.005 -0.002 0.30
H -3.182579 -3.127264 -1.810751 0.004 0.000 -0.003 0.49
H -1.212265 0.267114 -3.141695 0.004 0.001 -0.010 0.51
H 1.663592 0.846725 -4.024749 -0.003 0.002 0.016 0.26
H 0.744738 1.702521 -2.769030 -0.001 0.006 0.026 0.18
H 0.262320 1.817479 -4.465354 0.002 -0.003 0.013 0.48
H 0.475984 -1.124138 -5.298329 -0.011 0.005 0.005 0.26
H -0.908519 -0.082505 -5.594219 0.001 -0.004 0.005 0.44
H -1.131299 -1.638479 -4.796011 -0.004 0.005 0.009 0.27
C 3.836832 1.104059 -1.394955 -0.161 -0.072 -0.135 -1.70
C 4.308667 1.297480 0.064415 -0.033 -0.033 -0.010 2.65
C 5.758891 0.835397 0.199675 0.005 -0.046 0.015 -1.87
C 4.195712 2.770877 0.474220 0.043 0.019 0.025 -1.74
C 3.354412 0.471921 0.880566 0.202 0.039 -0.082 -1.23
H 4.155790 1.920950 -2.046490 0.027 0.026 0.046 0.42
H 2.717453 1.102531 -1.572786 0.266 0.134 0.169 0.49
H 4.223075 0.167030 -1.793059 -0.027 0.017 -0.048 0.36
H 6.405579 1.407719 -0.471133 -0.008 -0.007 0.003 0.41
H 5.859046 -0.223188 -0.048250 -0.006 0.008 0.001 0.39
H 6.116055 0.982487 1.220998 -0.002 0.005 -0.007 0.43
H 4.874125 3.383974 -0.124990 -0.003 -0.001 0.011 0.42
H 4.464023 2.898035 1.525011 -0.006 0.002 -0.006 0.40
H 3.177280 3.135178 0.337569 -0.009 -0.005 -0.011 0.35
H 3.591808 0.275987 1.931731 0.012 0.039 -0.004 0.49
```
Positions in Å, forces in eV/Å.

Computed properties:
- LUMO energy: -0.08 eV
- Max |F|: 0.34 eV Å⁻¹
- Highest occupied orbital energy: -7.002 eV
- Relative energy (zero: lowest compared OMol25 entry of this formula, charge and spin): 0.807 eV
- Energy: -116824.978 eV